This record from OMol25 describes C37H25BrF5N6O3RuS as an isolated structure. The level of theory is ωB97M-V/def2-TZVPD.

Output
electronic energy	-150899.070	eV
multiplicity	5
frontier orbital gap (alpha / beta)	7.09 / 6.20	eV
LUMO (alpha / beta)	-3.776 / -4.875	eV
strongest force on any atom	0.85	eV/A
expectation value of S²	6.042
energy above the lowest of the compared OMol25 structures with the same formula, charge and spin	3.0	kJ/mol
net charge	+1

Atoms and positions in Å:
Ru1 -0.299 -0.429 -0.183
Br1 -6.610 -0.748 -4.181
C1 -5.065 -0.969 -3.125
C2 -4.683 -2.256 -2.718
C3 -3.564 -2.441 -1.946
C4 -2.779 -1.348 -1.553
O1 -1.706 -1.601 -0.818
C5 -3.163 -0.056 -1.956
C6 -2.468 1.127 -1.560
N1 -1.405 1.168 -0.831
C7 -0.837 2.416 -0.418
C8 -1.473 3.625 -0.397
C9 -0.778 4.786 0.009
C10 0.532 4.725 0.389
C11 1.204 3.479 0.403
C12 2.556 3.314 0.790
C13 3.126 2.076 0.777
C14 2.347 0.966 0.409
N2 1.085 1.092 0.059
C15 0.501 2.334 0.021
C16 -4.321 0.112 -2.751
H1 -5.278 -3.108 -3.020
H2 -3.250 -3.429 -1.634
H3 -2.887 2.070 -1.905
H4 -2.514 3.712 -0.679
H5 -1.300 5.733 0.013
H6 1.064 5.617 0.690
H7 3.129 4.183 1.091
H8 4.159 1.925 1.056
H9 2.746 -0.038 0.408
H10 -4.612 1.108 -3.061
O2 0.012 -2.712 2.460
C17 0.455 -2.988 1.356
N3 0.722 -4.226 0.882
C18 1.205 -4.246 -0.496
C19 1.133 -2.744 -0.788
O3 1.345 -2.193 -1.847
N4 0.777 -2.058 0.355
C20 0.290 -5.092 -1.374
C21 -0.447 -4.575 -2.430
C22 -1.279 -5.409 -3.172
C23 -1.382 -6.755 -2.862
C24 -0.642 -7.276 -1.807
C25 0.192 -6.450 -1.074
C26 2.672 -4.672 -0.600
C27 3.197 -5.015 -1.842
C28 4.535 -5.356 -1.964
C29 5.360 -5.362 -0.846
C30 4.840 -5.018 0.391
C31 3.501 -4.668 0.514
H11 0.583 -5.047 1.446
H12 -0.366 -3.530 -2.691
H13 -1.841 -4.999 -4.001
H14 -2.026 -7.401 -3.444
H15 -0.708 -8.328 -1.562
H16 0.790 -6.872 -0.273
H17 2.558 -5.013 -2.716
H18 4.933 -5.622 -2.934
H19 6.401 -5.640 -0.941
H20 5.476 -5.024 1.268
H21 3.106 -4.394 1.484
F1 8.084 -1.370 4.013
C32 6.784 -1.212 3.879
C33 6.179 -1.507 2.661
F2 6.919 -1.943 1.651
C34 4.823 -1.335 2.528
F3 4.273 -1.621 1.353
C35 4.013 -0.869 3.590
S1 2.341 -0.684 3.413
C36 4.674 -0.588 4.808
F4 3.985 -0.153 5.847
C37 6.033 -0.751 4.953
F5 6.636 -0.476 6.100
N5 -0.736 0.986 2.727
N6 -1.198 -0.190 2.010
H22 -0.369 0.685 3.625
H23 -1.537 1.573 2.923
H24 -2.205 -0.298 2.099
H25 -0.780 -1.035 2.423

Atoms 1-3, force components in eV/Å:
-0.3757 -0.7184 0.2407
-0.0125 0.0085 -0.0155
-0.0145 -0.1453 0.0088

This record from OMol25 describes a 4-piece molecular cluster, C2H13NO4 overall. The level of theory is ωB97M-V/def2-TZVPD.

Output
electronic energy	-11961.489	eV
multiplicity	2
frontier orbital gap (alpha / beta)	1.52 / 8.38	eV
LUMO (alpha / beta)	2.620 / 2.571	eV
strongest force on any atom	4.20	eV/A
expectation value of S²	0.750
energy above the lowest of the compared OMol25 structures with the same formula, charge and spin	228.0	kJ/mol
net charge	-1

Atoms and positions in Å:
C1 1.500 0.876 -3.730
O1 2.718 -0.141 -3.728
C2 1.506 1.827 -2.581
N1 0.949 1.096 -1.399
H1 0.737 0.186 -3.759
H2 1.675 1.166 -4.711
H3 3.307 0.265 -3.132
H4 0.869 2.632 -2.901
H5 2.582 2.140 -2.510
H6 0.270 1.677 -0.851
H7 1.199 0.193 -1.725
H8 -3.493 -4.598 4.235
H9 -2.903 -3.906 5.485
O2 -2.890 -4.736 4.981
H10 -2.552 6.153 2.514
H11 -1.619 6.084 1.364
O3 -2.413 6.512 1.644
H12 0.340 -4.447 2.752
H13 -0.430 -5.061 3.965
O4 -0.497 -4.933 2.969

Atoms 1-3, force components in eV/Å:
3.5918 -2.1702 -0.0846
-2.5473 0.5512 -0.2219
0.1563 -0.8485 0.2314

This record from OMol25 describes C4H4N2O2 in the gas phase. The level of theory is ωB97M-V/def2-TZVPD.

Output
electronic energy	-11284.820	eV
frontier orbital gap	8.63	eV
LUMO	-0.295	eV
strongest force on any atom	8.95	eV/A
energy above the lowest of the compared OMol25 structures with the same formula, charge and spin	358.8	kJ/mol
net charge	0
SMILES	N#C/C=C(\N)OC=O

Atoms and positions in Å:
C1 -0.113 -0.196 -0.046
C2 -1.113 2.128 -0.090
C3 1.281 -0.133 0.028
C4 1.990 -1.324 -0.216
H1 -1.860 -1.267 0.305
H2 -0.184 -2.106 0.951
H3 -2.198 2.445 -0.084
H4 1.804 0.837 -0.218
N1 -0.810 -1.351 0.187
N2 2.354 -2.462 -0.586
O1 -1.090 0.777 0.192
O2 -0.061 2.650 -0.422

Atoms 1-3, force components in eV/Å:
0.1248 -0.1860 2.9839
3.2853 -1.0405 -1.5427
-0.9995 2.3800 -1.7665

This record from OMol25 describes C33H25F4MoN4S3 as an isolated structure. The level of theory is ωB97M-V/def2-TZVPD.

Output
electronic energy	-85786.023	eV
frontier orbital gap	4.53	eV
LUMO	-11.394	eV
strongest force on any atom	0.41	eV/A
energy above the lowest of the compared OMol25 structures with the same formula, charge and spin	71.9	kJ/mol
net charge	+3

Atoms and positions in Å:
Mo1 0.216 1.134 0.195
C1 0.847 4.245 1.750
C2 1.541 4.343 0.403
S1 0.886 3.321 -0.955
C3 -0.662 4.109 -1.473
C4 -1.763 4.158 -0.435
S2 -1.999 2.550 0.403
C5 -2.194 3.055 2.150
C6 -1.052 2.666 3.092
S3 0.577 2.524 2.323
H1 -0.115 4.751 1.749
H2 1.467 4.730 2.505
H3 2.591 4.054 0.471
H4 1.526 5.377 0.052
H5 -0.962 3.523 -2.344
H6 -0.428 5.113 -1.831
H7 -2.708 4.409 -0.917
H8 -1.571 4.916 0.319
H9 -3.123 2.606 2.501
H10 -2.354 4.132 2.137
H11 -1.218 1.698 3.556
H12 -0.966 3.389 3.904
F1 -2.846 0.226 -2.308
C7 -3.457 -0.954 -2.306
C8 -4.089 -1.344 -3.450
F2 -4.017 -0.569 -4.502
C9 -4.860 -2.555 -3.508
C10 -4.925 -3.310 -2.289
C11 -4.283 -2.898 -1.151
F3 -4.359 -3.663 -0.082
C12 -3.515 -1.713 -1.114
C13 -2.871 -1.302 0.119
C14 -1.692 -0.613 0.276
N1 -0.814 -0.076 -0.618
C15 -3.476 -1.655 1.371
N2 -3.956 -1.823 2.401
F4 -5.595 -4.427 -2.261
C16 -5.519 -2.961 -4.659
C17 -6.307 -4.140 -4.737
N3 -6.974 -5.070 -4.867
C18 -5.472 -2.236 -5.881
N4 -5.439 -1.646 -6.868
C19 6.325 -0.937 -2.995
C20 5.610 -0.074 -3.818
C21 4.424 0.469 -3.367
C22 3.934 0.157 -2.086
C23 4.670 -0.721 -1.267
C24 5.853 -1.259 -1.723
C25 2.699 0.777 -1.690
C26 2.002 0.649 -0.537
C27 2.222 -0.022 0.747
C28 3.043 0.597 1.727
C29 3.470 -0.109 2.826
C30 3.085 -1.445 2.978
C31 2.290 -2.084 2.030
C32 1.872 -1.385 0.917
H13 7.257 -1.362 -3.342
H14 5.982 0.171 -4.803
H15 3.862 1.142 -4.003
H16 4.320 -0.980 -0.278
H17 6.420 -1.934 -1.096
H18 2.262 1.430 -2.443
H19 3.363 1.621 1.574
H20 4.115 0.353 3.560
H21 3.429 -1.998 3.843
H22 2.030 -3.127 2.155
H23 1.296 -1.875 0.140
C33 -1.019 -0.228 1.542
H24 -1.689 0.203 2.283
H25 -0.432 -1.025 1.986

Atoms 1-3, force components in eV/Å:
-0.2418 0.0062 -0.0084
-0.0022 -0.0015 0.0356
0.0110 -0.0053 -0.0302

This record from OMol25 describes CHF3FeO as an isolated structure. The level of theory is ωB97M-V/def2-TZVPD.

Output
electronic energy	-45638.248	eV
multiplicity	6
frontier orbital gap (alpha / beta)	6.80 / 8.18	eV
LUMO (alpha / beta)	4.146 / 3.514	eV
strongest force on any atom	2.09	eV/A
expectation value of S²	8.759
energy above the lowest of the compared OMol25 structures with the same formula, charge and spin	0.0	kJ/mol
net charge	-1

Atoms and positions in Å:
C1 0.953 0.451 -0.242
F1 1.861 -0.403 -0.816
F2 1.634 0.980 0.825
F3 0.884 1.494 -1.132
H1 -0.306 -0.145 0.078
Fe1 -3.298 -1.558 0.843
O1 -1.727 -0.818 0.444

Atoms 1-3, force components in eV/Å:
-1.8403 -0.8767 0.4410
-0.3731 -0.1026 0.1205
-0.3758 -0.1864 0.0165

This record from OMol25 describes an isolated ion of composition C7H7N2 and charge +1. The level of theory is ωB97M-V/def2-TZVPD.

Output
electronic energy	-10340.248	eV
multiplicity	3
frontier orbital gap (alpha / beta)	7.09 / 6.10	eV
LUMO (alpha / beta)	-4.817 / -9.280	eV
strongest force on any atom	4.90	eV/A
expectation value of S²	2.007
energy above the lowest of the compared OMol25 structures with the same formula, charge and spin	235.2	kJ/mol
net charge	+1

Atoms and positions in Å:
C1 -0.273 0.143 2.226
C2 0.639 -1.124 -1.600
C3 1.073 -1.821 -0.469
C4 0.055 0.110 -1.411
C5 0.783 -1.318 0.772
C6 -0.367 0.552 -0.191
C7 -1.019 1.854 -0.023
N1 -0.267 0.264 3.359
N2 -0.045 -0.219 0.941
H1 0.790 -1.603 -2.521
H2 1.519 -2.680 -0.698
H3 -0.160 0.895 -2.173
H4 1.016 -1.873 1.636
H5 -0.482 2.582 0.649
H6 -1.292 2.567 -0.947
H7 -1.972 1.671 0.449

Atoms 1-3, force components in eV/Å:
0.2618 -0.1672 -1.4325
0.5006 -0.9479 0.4517
-2.3638 3.8126 -1.9717